Computed, not measured: C61H134N8O14 as an isolated structure at a distorted geometry, with ωB97M-V/def2-TZVPD.

Atoms and positions in Å:
1 C -0.41 3.14 -5.72
2 C -0.34 2.73 -4.28
3 O -1.02 3.14 -3.42
4 N 0.45 1.52 -4.12
5 H 0.99 1.34 -4.97
6 H 1.09 1.68 -3.18
7 C -0.41 0.34 -3.88
8 H -0.69 2.19 -6.23
9 H 0.54 3.45 -6.16
10 H -1.18 3.89 -5.88
11 H 0.24 -0.38 -3.39
12 H -0.80 -0.06 -4.82
13 H -1.21 0.63 -3.19
14 C -1.02 -2.08 0.28
15 C 0.09 -1.19 -0.26
16 O 0.65 -1.29 -1.36
17 N 0.44 -0.06 0.54
18 H 0.18 -0.08 1.70
19 H 1.34 0.32 0.30
20 C -0.52 0.97 0.12
21 H -1.90 -1.43 0.20
22 H -0.87 -2.35 1.33
23 H -1.11 -2.96 -0.36
24 H -0.42 1.78 0.86
25 H -1.55 0.59 0.11
26 H -0.31 1.34 -0.89
27 C -2.51 6.28 3.65
28 C -2.60 5.17 2.57
29 C -3.38 5.73 1.44
30 N -3.61 4.79 0.29
31 C -2.31 4.25 -0.17
32 C -1.31 5.29 -0.64
33 C -1.94 6.00 -1.84
34 C -3.25 6.62 -1.45
35 C -4.23 5.60 -0.84
36 C -4.49 3.65 0.74
37 H -3.53 6.46 3.98
38 H -2.05 7.19 3.25
39 H -1.91 5.89 4.48
40 H -3.18 4.32 2.93
41 H -1.67 4.80 2.14
42 H -2.93 6.66 1.09
43 H -4.39 5.95 1.80
44 H -1.82 3.58 0.57
45 H -2.56 3.56 -1.01
46 H -0.95 6.04 0.03
47 H -0.49 4.67 -0.99
48 H -1.24 6.73 -2.24
49 H -2.02 5.17 -2.57
50 H -3.13 7.42 -0.73
51 H -3.78 7.10 -2.28
52 H -5.11 6.05 -0.35
53 H -4.63 4.87 -1.56
54 H -3.93 3.06 1.46
55 H -4.73 2.95 -0.07
56 H -5.40 4.07 1.16
57 C 2.51 10.23 3.78
58 C 2.94 8.74 3.95
59 C 2.11 7.99 2.93
60 N 2.34 6.55 2.84
61 C 1.34 6.00 1.82
62 C 1.37 4.48 1.87
63 C 1.12 3.84 3.23
64 C 2.24 4.42 4.08
65 C 2.15 5.92 4.19
66 C 3.73 6.37 2.41
67 H 3.11 10.64 2.98
68 H 2.75 10.75 4.71
69 H 1.47 10.33 3.54
70 H 2.65 8.38 4.94
71 H 4.01 8.58 3.85
72 H 2.23 8.41 1.93
73 H 1.06 8.06 3.24
74 H 0.38 6.41 2.11
75 H 1.62 6.46 0.88
76 H 0.67 4.15 1.11
77 H 2.34 4.12 1.53
78 H 0.08 4.12 3.45
79 H 1.16 2.75 3.20
80 H 2.17 4.13 5.14
81 H 3.21 4.08 3.74
82 H 1.18 6.24 4.56
83 H 2.92 6.32 4.85
84 H 3.85 6.74 1.40
85 H 4.06 5.32 2.36
86 H 4.36 6.95 3.08
87 C -3.07 2.12 6.31
88 C -4.12 1.14 5.78
89 C -3.41 0.11 4.89
90 N -4.19 -0.89 4.17
91 C -3.21 -1.71 3.33
92 C -3.82 -2.91 2.62
93 C -4.60 -3.73 3.65
94 C -5.59 -2.88 4.45
95 C -4.96 -1.74 5.11
96 C -5.08 -0.20 3.22
97 H -3.55 2.94 6.82
98 H -2.51 2.53 5.47
99 H -2.40 1.61 7.01
100 H -4.89 1.67 5.20
101 H -4.67 0.59 6.55
102 H -2.63 -0.30 5.53
103 H -2.94 0.59 4.02
104 H -2.48 -2.07 4.05
105 H -2.72 -0.95 2.72
106 H -3.03 -3.51 2.14
107 H -4.47 -2.59 1.78
108 H -3.89 -4.22 4.30
109 H -5.07 -4.52 3.04
110 H -5.94 -3.53 5.25
111 H -6.51 -2.60 3.92
112 H -4.15 -2.18 5.71
113 H -5.57 -1.11 5.79
114 H -5.68 -0.92 2.67
115 H -4.52 0.40 2.50
116 H -5.73 0.41 3.82
117 C 6.43 -7.04 3.82
118 C 5.78 -6.48 2.53
119 C 4.43 -6.03 2.94
120 N 3.53 -5.52 1.85
121 C 3.21 -6.52 0.83
122 C 4.22 -4.31 1.32
123 C 3.18 -3.16 1.20
124 C 1.86 -3.88 1.44
125 C 2.29 -4.98 2.43
126 H 5.95 -7.92 4.27
127 H 6.48 -6.28 4.59
128 H 7.49 -7.31 3.68
129 H 5.71 -7.26 1.78
130 H 6.35 -5.66 2.11
131 H 4.47 -5.19 3.65
132 H 3.90 -6.85 3.41
133 H 2.25 -6.29 0.38
134 H 3.17 -7.48 1.37
135 H 4.02 -6.56 0.09
136 H 4.62 -4.57 0.32
137 H 5.01 -3.97 2.02
138 H 3.17 -2.78 0.18
139 H 3.46 -2.35 1.86
140 H 1.43 -4.27 0.52
141 H 1.12 -3.22 1.90
142 H 1.57 -5.83 2.50
143 H 2.43 -4.55 3.43
144 C 7.92 -2.30 -7.02
145 C 7.53 -1.41 -5.75
146 C 6.03 -1.53 -5.48
147 N 5.60 -1.37 -4.05
148 C 6.01 -0.03 -3.47
149 C 4.11 -1.49 -3.92
150 C 3.90 -1.89 -2.49
151 C 4.97 -3.03 -2.40
152 C 6.12 -2.49 -3.17
153 H 7.48 -1.93 -7.95
154 H 7.59 -3.33 -6.86
155 H 9.02 -2.29 -7.12
156 H 7.87 -0.36 -5.82
157 H 8.12 -1.89 -4.96
158 H 5.79 -2.57 -5.76
159 H 5.48 -0.85 -6.13
160 H 5.73 0.82 -4.13
161 H 7.08 -0.07 -3.34
162 H 5.53 0.10 -2.49
163 H 3.65 -0.57 -4.26
164 H 3.92 -2.28 -4.66
165 H 4.20 -1.20 -1.72
166 H 2.87 -2.20 -2.32
167 H 5.28 -3.28 -1.37
168 H 4.47 -3.88 -2.87
169 H 6.92 -2.06 -2.55
170 H 6.56 -3.20 -3.87
171 C -4.92 -8.32 -5.16
172 C -4.99 -6.82 -4.83
173 C -3.62 -6.21 -5.00
174 N -3.58 -4.74 -4.81
175 C -4.26 -4.05 -5.90
176 C -2.18 -4.30 -4.63
177 C -2.25 -2.91 -4.08
178 C -3.56 -2.87 -3.30
179 C -4.21 -4.27 -3.59
180 H -4.26 -8.41 -6.03
181 H -5.89 -8.74 -5.43
182 H -4.45 -8.86 -4.34
183 H -5.38 -6.63 -3.83
184 H -5.71 -6.43 -5.56
185 H -3.24 -6.33 -6.03
186 H -2.91 -6.71 -4.34
187 H -5.24 -4.46 -6.14
188 H -3.62 -4.12 -6.78
189 H -4.37 -3.00 -5.63
190 H -1.60 -4.53 -5.53
191 H -1.74 -4.96 -3.85
192 H -2.37 -2.13 -4.84
193 H -1.35 -2.66 -3.52
194 H -4.16 -2.01 -3.60
195 H -3.40 -2.77 -2.23
196 H -5.30 -4.27 -3.76
197 H -4.01 -5.06 -2.87
198 O -5.17 -0.41 -1.28
199 C -4.00 0.10 -0.78
200 O -3.91 0.07 0.50
201 O -3.16 0.54 -1.58
202 H -5.66 -0.61 -0.46
203 O -2.24 -5.17 0.02
204 C -1.24 -5.54 -1.14
205 O -1.92 -5.92 -2.14
206 O -0.10 -5.23 -0.86
207 H -3.03 -5.43 -0.44
208 O 3.98 2.33 -2.15
209 C 2.90 1.73 -1.58
210 O 1.78 2.02 -2.14
211 O 2.98 1.09 -0.55
212 H 3.65 2.91 -2.85
213 O 1.44 0.33 4.72
214 C 1.30 -0.01 3.45
215 O 0.04 0.17 3.00
216 O 2.25 -0.20 2.71
217 H 0.55 0.52 5.03

Highest occupied orbital energy (eV): -15.205
Kohn-Sham gap (eV): 8.332
Net charge: +4

Löwdin atomic charge list, values in e, 4 entries:
1. C 0.038
2. C -0.459
3. O 0.169
4. N 0.023

---

Computed, not measured: C61H46Cl5CoN6OP as an isolated structure at a distorted geometry, with ωB97M-V/def2-TZVPD.

Atoms and positions in Å:
1 Co -0.28 -0.48 0.39
2 C 3.21 1.02 -3.54
3 N 2.72 0.12 -2.53
4 C 1.51 0.22 -1.91
5 N 1.32 -0.77 -1.06
6 C 2.44 -1.56 -1.13
7 C 3.33 -1.00 -2.04
8 C 4.69 -1.37 -2.38
9 C 5.05 -2.68 -2.69
10 C 6.36 -3.00 -2.98
11 C 7.34 -2.02 -2.95
12 C 7.00 -0.72 -2.61
13 C 5.69 -0.40 -2.33
14 C 2.75 -2.66 -0.24
15 C 1.95 -3.93 -0.17
16 C 2.06 -4.56 1.19
17 C 3.15 -4.37 1.96
18 C 4.14 -3.44 1.58
19 C 3.88 -2.56 0.54
20 P 0.69 1.84 -1.98
21 C -1.05 1.34 -1.80
22 N -1.52 0.62 -0.80
23 C -2.87 0.70 -0.87
24 C -3.23 1.54 -1.90
25 N -2.06 1.94 -2.49
26 C -1.92 2.81 -3.63
27 C -4.56 2.07 -2.18
28 C -5.12 2.10 -3.45
29 C -6.40 2.58 -3.63
30 C -7.13 3.05 -2.55
31 C -6.58 3.04 -1.28
32 C -5.30 2.55 -1.09
33 C -3.83 -0.01 -0.02
34 C -3.89 0.22 1.35
35 C -4.85 -0.42 2.11
36 C -5.76 -1.27 1.51
37 C -5.71 -1.49 0.14
38 C -4.74 -0.87 -0.62
39 C 0.92 2.19 -0.21
40 N 0.83 1.30 0.77
41 C 1.08 1.97 1.92
42 C 1.31 3.31 1.64
43 N 1.21 3.43 0.28
44 C 1.44 4.60 -0.51
45 C 1.66 4.38 2.57
46 C 1.07 5.64 2.50
47 C 1.41 6.62 3.41
48 C 2.33 6.37 4.40
49 C 2.92 5.11 4.48
50 C 2.59 4.13 3.58
51 C 1.07 1.34 3.24
52 C 1.80 0.17 3.45
53 C 1.76 -0.44 4.68
54 C 0.99 0.09 5.70
55 C 0.27 1.26 5.50
56 C 0.32 1.89 4.27
57 H 2.37 1.35 -4.16
58 H 3.94 0.51 -4.17
59 H 3.68 1.90 -3.09
60 H 4.28 -3.44 -2.72
61 H 6.62 -4.01 -3.23
62 H 8.37 -2.27 -3.17
63 H 7.76 0.05 -2.56
64 H 5.44 0.61 -2.04
65 H 2.45 -4.64 -0.85
66 H 1.27 -5.23 1.49
67 H 3.26 -4.89 2.89
68 H 5.04 -3.32 2.18
69 H 4.54 -1.72 0.39
70 H -2.10 2.27 -4.56
71 H -0.91 3.21 -3.65
72 H -2.64 3.62 -3.55
73 H -4.55 1.71 -4.29
74 H -6.83 2.59 -4.62
75 H -8.14 3.42 -2.70
76 H -7.14 3.40 -0.44
77 H -4.87 2.53 -0.11
78 H -3.18 0.89 1.80
79 H -4.90 -0.24 3.18
80 H -6.51 -1.76 2.11
81 H -6.42 -2.15 -0.32
82 H -4.69 -1.05 -1.68
83 H 2.20 5.22 -0.04
84 H 0.53 5.19 -0.62
85 H 1.78 4.30 -1.50
86 H 0.32 5.84 1.75
87 H 0.94 7.59 3.35
88 H 2.60 7.13 5.11
89 H 3.65 4.90 5.25
90 H 3.04 3.15 3.65
91 H 2.37 -0.25 2.63
92 H 2.31 -1.36 4.84
93 H 0.94 -0.42 6.66
94 H -0.34 1.66 6.29
95 H -0.24 2.80 4.10
96 Cl -4.14 -4.43 5.13
97 C -3.43 -3.73 3.72
98 C -2.49 -2.71 3.82
99 Cl -2.03 -2.11 5.37
100 C -1.93 -2.17 2.68
101 Cl -0.75 -0.94 2.73
102 C -2.30 -2.58 1.37
103 O -1.81 -2.03 0.35
104 C -3.23 -3.65 1.31
105 Cl -3.67 -4.24 -0.25
106 C -3.77 -4.21 2.45
107 Cl -4.90 -5.50 2.32
108 C 0.50 -3.81 -0.63
109 C 0.30 -3.36 -2.06
110 C -0.91 -2.74 -2.38
111 C -1.13 -2.22 -3.63
112 C -0.15 -2.33 -4.61
113 C 1.02 -3.01 -4.33
114 C 1.24 -3.52 -3.06
115 H 0.01 -3.07 0.01
116 H 0.00 -4.77 -0.48
117 H -1.66 -2.66 -1.61
118 H -2.07 -1.73 -3.85
119 H -0.31 -1.90 -5.59
120 H 1.76 -3.14 -5.10
121 H 2.16 -4.05 -2.87

Spin multiplicity: 2
Highest occupied orbital energy (alpha / beta) (eV): -5.532 / -5.499
Kohn-Sham gap (alpha / beta) (eV): 5.615 / 5.216
Net charge: 0

Löwdin atomic charge list, values in e, 4 entries:
1. Co 0.225
2. C -0.050
3. N -0.063
4. C -0.406

---

Computed, not measured: C61H47N9O8Pb as an isolated structure, with ωB97M-V/def2-TZVPD.

Atoms and positions in Å:
1 Pb -0.02 0.14 -0.13
2 C 4.84 -7.07 -5.24
3 O 3.50 -6.67 -5.10
4 C 3.23 -5.72 -4.14
5 C 1.89 -5.37 -3.99
6 C 1.52 -4.42 -3.06
7 C 2.47 -3.78 -2.26
8 C 3.80 -4.15 -2.42
9 C 4.19 -5.12 -3.35
10 C 2.04 -2.70 -1.34
11 C 1.07 -3.07 -0.37
12 C 0.74 -4.38 0.04
13 C -0.33 -4.27 0.91
14 C -0.64 -2.90 0.98
15 N 0.23 -2.19 0.25
16 C -1.88 -2.20 1.52
17 C -1.51 -1.09 2.49
18 C -2.01 -0.89 3.79
19 C -1.46 0.30 4.24
20 C -0.61 0.77 3.22
21 C 0.21 1.96 3.26
22 C 0.07 2.84 4.44
23 C -0.18 4.21 4.30
24 C -0.32 5.05 5.40
25 C -0.22 4.53 6.68
26 O -0.40 5.43 7.71
27 C -0.30 4.93 9.02
28 C 0.06 3.19 6.86
29 C 0.21 2.36 5.75
30 C 1.14 2.35 2.30
31 N 1.37 1.76 1.07
32 C 2.44 2.37 0.51
33 C 3.11 2.00 -0.67
34 C 4.10 2.97 -1.20
35 C 3.75 4.30 -1.44
36 C 4.65 5.22 -1.94
37 C 5.95 4.83 -2.23
38 O 6.79 5.80 -2.74
39 C 8.11 5.42 -3.02
40 C 6.34 3.52 -1.99
41 C 5.42 2.61 -1.47
42 C 3.01 0.72 -1.29
43 C 3.77 0.26 -2.43
44 C 3.49 -1.06 -2.60
45 C 2.54 -1.42 -1.58
46 N 2.24 -0.30 -0.84
47 C 2.91 3.42 1.39
48 C 2.12 3.40 2.49
49 N -0.68 -0.09 2.15
50 C -2.83 -3.17 2.19
51 C -2.40 -3.92 3.27
52 C -3.25 -4.79 3.94
53 C -4.56 -4.93 3.51
54 O -5.49 -5.76 4.10
55 C -5.09 -6.44 5.26
56 C -5.01 -4.20 2.42
57 C -4.15 -3.32 1.77
58 H 4.85 -7.81 -6.04
59 H 5.23 -7.52 -4.32
60 H 5.49 -6.23 -5.53
61 H 1.15 -5.85 -4.62
62 H 0.48 -4.15 -2.95
63 H 4.56 -3.68 -1.81
64 H 5.23 -5.38 -3.44
65 H 1.24 -5.29 -0.25
66 H -0.87 -5.07 1.40
67 H -2.71 -1.53 4.31
68 H -1.65 0.77 5.19
69 H -0.26 4.63 3.31
70 H -0.50 6.10 5.27
71 H -0.45 5.78 9.68
72 H 0.69 4.50 9.21
73 H -1.06 4.17 9.22
74 H 0.16 2.76 7.84
75 H 0.46 1.32 5.90
76 H 2.73 4.61 -1.22
77 H 4.36 6.25 -2.12
78 H 8.60 6.31 -3.41
79 H 8.15 4.63 -3.78
80 H 8.64 5.08 -2.13
81 H 7.35 3.19 -2.19
82 H 5.75 1.61 -1.24
83 H 4.42 0.86 -3.04
84 H 3.88 -1.72 -3.36
85 H 3.77 4.04 1.22
86 H 2.22 4.00 3.38
87 H -1.38 -3.81 3.61
88 H -2.88 -5.35 4.79
89 H -5.96 -7.00 5.60
90 H -4.77 -5.76 6.05
91 H -4.28 -7.15 5.06
92 H -6.03 -4.32 2.09
93 H -4.52 -2.76 0.93
94 O -4.19 -1.11 -2.40
95 C -3.03 -1.25 -1.99
96 O -1.94 -0.81 -2.43
97 C -2.79 -2.19 -0.77
98 O -2.74 -3.39 -0.86
99 O -2.55 -1.51 0.39
100 C -1.99 3.49 0.85
101 C -1.22 3.50 -0.42
102 N -1.19 2.51 -1.27
103 C -0.38 2.90 -2.31
104 C 0.11 4.14 -2.07
105 N -0.42 4.53 -0.85
106 C -0.27 5.83 -0.26
107 N -0.73 6.85 -1.18
108 N 0.04 7.92 -1.47
109 N -0.53 8.63 -2.37
110 C -1.71 8.03 -2.73
111 C -2.67 8.37 -3.67
112 C -3.76 7.53 -3.80
113 C -3.90 6.38 -3.00
114 C -2.96 6.02 -2.07
115 C -1.85 6.86 -1.95
116 H -2.61 2.59 0.85
117 H -2.62 4.37 0.96
118 H -1.31 3.42 1.71
119 H -0.20 2.23 -3.13
120 H 0.76 4.79 -2.64
121 H 0.77 6.05 -0.04
122 H -0.85 5.85 0.66
123 H -2.55 9.25 -4.29
124 H -4.52 7.75 -4.53
125 H -4.77 5.75 -3.14
126 H -3.06 5.12 -1.48

Highest occupied orbital energy (alpha / beta) (eV): -0.959 / -0.961
Kohn-Sham gap (alpha / beta) (eV): 4.464 / 4.466
Net charge: -2

Löwdin atomic charge list, values in e, 4 entries:
1. Pb 1.478
2. C -0.118
3. O -0.098
4. C -0.288

---

Calculated ΔE to the lowest compared entry with this formula, charge and spin in order - 24.82; 0.00; 0.00 kcal/mol